Entry from the OMol25 dataset: a structure of composition C43H51BFeI2N4O3P3 at a distorted geometry (ωB97M-V/def2-TZVPD).

Structure (XYZ):
```
108
Properties=species:S:1:pos:R:3
Fe 0.94 0.12 0.58
N -0.76 -2.21 -0.31
P -1.20 -1.31 1.06
C -1.43 -2.53 2.37
C -1.48 -2.10 3.70
C -1.71 -3.00 4.73
C -1.90 -4.35 4.44
C -1.85 -4.78 3.12
C -1.61 -3.88 2.09
C -2.92 -0.81 0.71
C -3.34 -0.64 -0.61
C -4.67 -0.35 -0.90
C -5.58 -0.18 0.13
C -5.16 -0.30 1.45
C -3.84 -0.61 1.74
P 0.61 -1.68 -1.16
C 0.19 -2.13 -2.86
C 0.91 -3.08 -3.58
C 0.51 -3.41 -4.88
C -0.58 -2.78 -5.46
C -1.29 -1.82 -4.75
C -0.90 -1.48 -3.46
C 1.93 -2.83 -0.72
C 3.22 -2.54 -1.19
C 4.27 -3.40 -0.93
C 4.05 -4.57 -0.20
C 2.77 -4.86 0.26
C 1.71 -4.00 0.01
H -1.42 -2.84 -0.75
H -1.32 -1.05 3.94
H -1.74 -2.66 5.76
H -2.07 -5.06 5.23
H -2.00 -5.83 2.89
H -1.57 -4.24 1.06
H -2.63 -0.76 -1.42
H -4.98 -0.25 -1.94
H -6.62 0.04 -0.10
H -5.88 -0.16 2.25
H -3.55 -0.73 2.78
H 1.77 -3.57 -3.15
H 1.07 -4.16 -5.43
H -0.88 -3.05 -6.47
H -2.15 -1.32 -5.20
H -1.44 -0.71 -2.93
H 3.38 -1.65 -1.79
H 5.27 -3.17 -1.29
H 4.86 -5.25 0.00
H 2.60 -5.78 0.81
H 0.72 -4.23 0.38
I 3.64 0.74 0.18
C 4.21 1.67 1.92
I 1.24 0.72 3.36
H 4.02 2.73 2.00
H 4.98 1.17 2.50
O 1.59 -2.35 3.58
B 2.24 -1.17 3.41
O 3.60 -1.29 3.30
C 3.83 -2.67 3.48
C 5.02 -3.34 3.54
C 4.94 -4.71 3.78
C 3.71 -5.34 3.96
C 2.51 -4.64 3.90
C 2.61 -3.30 3.66
H 5.97 -2.82 3.42
H 5.86 -5.29 3.86
H 3.69 -6.41 4.18
H 1.55 -5.13 4.04
O 0.28 1.83 0.06
P -0.24 3.08 -0.64
N 0.40 4.39 0.04
C -0.26 5.72 0.11
C 0.91 6.70 -0.01
C 2.05 5.96 0.69
C 1.87 4.51 0.24
N 0.17 3.02 -2.21
C -0.10 1.79 -3.00
C 0.11 2.24 -4.45
C -0.26 3.73 -4.42
C 0.34 4.20 -3.09
N -1.85 3.16 -0.49
C -2.50 2.97 0.83
C -3.98 3.22 0.54
C -3.96 4.19 -0.65
C -2.79 3.69 -1.50
H -0.76 5.84 1.07
H -1.01 5.85 -0.68
H 0.68 7.66 0.44
H 1.16 6.87 -1.06
H 1.93 6.04 1.78
H 3.03 6.35 0.43
H 2.21 3.79 0.98
H 2.40 4.33 -0.70
H -1.13 1.45 -2.84
H 0.57 0.99 -2.71
H -0.50 1.67 -5.14
H 1.16 2.12 -4.73
H -1.34 3.85 -4.41
H 0.15 4.29 -5.26
H -0.14 5.09 -2.69
H 1.41 4.42 -3.21
H -2.11 3.69 1.56
H -2.31 1.97 1.21
H -4.49 3.64 1.40
H -4.47 2.29 0.26
H -3.77 5.21 -0.31
H -4.89 4.19 -1.21
H -2.34 4.48 -2.11
H -3.12 2.89 -2.17
```

Results
2S+1 = 6
HOMO (alpha / beta) = -13.0 / -13.4 eV
⟨S²⟩ = 8.77
E = -136646.2671 eV
Charge = +2
ΔE to the lowest compared entry with this formula, charge and spin = 3.3 kcal per mole